Entry from the Open Molecules 2025 dataset: the molecule C4H8N2S (ωB97M-V/def2-TZVPD).

Values from the calculation:
Total energy ... -18090.6254 eV
LUMO ... 0.0106 Ha
Energy above the lowest of the compared OMol25 structures with the same formula, charge and spin ... 300.7 kJ/mol
Gap between HOMO and LUMO ... 8.65 eV
F_max ... 5.2 eV/Å
SMILES string ... C=N/C=N\CSC
HOMO level ... -8.36 eV

Structure (ORCA input):
```
! wB97M-V def2-TZVPD RIJCOSX def2/J DEFGRID3
* xyz 0 1
C -0.650 -2.806 0.264
N 0.186 -1.854 -0.030
C 1.057 -1.166 0.700
N 0.870 0.054 0.999
C -0.316 0.872 0.982
S -1.192 1.190 -0.700
C 0.361 1.315 -1.636
H -1.317 -3.175 -0.478
H -0.918 -3.178 1.261
H 1.997 -1.606 0.951
H -1.191 0.579 1.603
H 0.040 1.766 1.381
H 0.331 0.576 -2.513
H 1.132 0.944 -0.933
H 0.637 2.317 -2.097
*
```

natural (NBO) atomic charge list, values in e, 8 entries: number 1, C, carries -0.001; number 2, N, carries -0.405; number 3, C, carries 0.273; number 4, N, carries -0.504; number 5, C, carries -0.327; number 6, S, carries 0.124; number 7, C, carries -0.771; number 8, H, carries 0.176

=====

Entry from the Open Molecules 2025 dataset: a cluster of 2 separate species, C3H7NO2 in total (ωB97M-V/def2-TZVPD).

Values from the calculation:
Total energy ... -8808.2376 eV
LUMO ... 0.0311 Ha
Energy above the lowest of the compared OMol25 structures with the same formula, charge and spin ... 221.1 kJ/mol
Gap between HOMO and LUMO ... 9.64 eV
F_max ... 5.3 eV/Å
SMILES string ... C=CN.O=CO
HOMO level ... -8.80 eV

Structure (ORCA input):
```
! wB97M-V def2-TZVPD RIJCOSX def2/J DEFGRID3
* xyz 0 1
C -1.841 -0.228 -0.232
C -1.229 0.471 -1.171
N 0.159 0.788 -1.096
H -2.751 -0.787 -0.344
H -1.486 -0.301 0.771
H -1.625 0.590 -2.186
H 0.670 -0.133 -1.239
H 0.434 1.339 -1.970
O 0.506 -1.260 1.337
C 1.595 -0.724 1.643
O 1.980 0.480 1.310
H 2.339 -1.319 2.068
H 1.248 1.082 1.110
*
```

natural (NBO) atomic charge list, values in e, 8 entries: number 1, C, carries -0.422; number 2, C, carries -0.032; number 3, N, carries -0.867; number 4, H, carries 0.199; number 5, H, carries 0.216; number 6, H, carries 0.167; number 7, H, carries 0.380; number 8, H, carries 0.361

=====

Entry from the Open Molecules 2025 dataset: a cluster of 3 separate species, C19H27F9N2O4PS in total (ωB97M-V/def2-TZVPD).

Values from the calculation:
Total energy ... -75889.5830 eV
LUMO ... 0.0688 Ha
Gap between HOMO and LUMO ... 5.59 eV
F_max ... 3.4 eV/Å
HOMO level ... -3.72 eV

Structure (ORCA input):
```
! wB97M-V def2-TZVPD RIJCOSX def2/J DEFGRID3
* xyz -1 1
C -0.270 3.572 2.371
C 0.777 3.269 3.443
O 0.478 2.641 4.394
O 2.095 3.683 3.303
C 2.795 2.550 2.748
C 4.262 2.858 2.353
P 4.589 2.882 0.458
C 5.334 1.165 0.386
C 4.647 0.035 1.193
C 3.182 -0.303 0.772
C 2.852 0.004 -0.719
C 1.409 -0.441 -1.145
F 0.827 -0.984 -0.036
F 1.592 -1.383 -2.103
C 0.634 0.795 -1.672
F 0.813 1.882 -0.924
F 1.133 1.095 -2.862
S -1.233 0.589 -1.866
F -1.136 0.609 -3.481
F -1.166 -1.018 -1.953
F -1.458 0.598 -0.285
F -1.394 2.195 -1.952
F -2.827 0.475 -2.019
C 4.995 3.133 -1.400
O 5.878 3.955 -1.688
O 4.357 2.506 -2.294
H -0.831 2.639 2.178
H -1.002 4.328 2.690
H 0.199 3.833 1.405
H 2.783 1.656 3.403
H 2.255 2.251 1.817
H 4.976 2.224 2.917
H 4.466 3.889 2.715
H 3.219 3.177 0.143
H 5.494 3.984 0.698
H 5.375 0.836 -0.667
H 6.389 1.227 0.720
H 5.235 -0.891 1.008
H 4.663 0.158 2.291
H 2.435 0.122 1.468
H 3.072 -1.401 0.898
H 3.038 1.076 -0.909
H 3.593 -0.541 -1.329
N -2.821 -2.482 0.372
C -4.089 -1.991 0.538
C -4.589 -2.498 1.709
C -3.581 -3.323 2.275
C -2.503 -3.290 1.429
H -2.218 -2.277 -0.406
H -4.524 -1.326 -0.190
H -5.567 -2.299 2.115
H -3.640 -3.876 3.198
H -1.541 -3.770 1.487
N -5.351 -3.560 -2.389
C -5.852 -2.882 -3.466
C -7.061 -3.440 -3.791
C -7.300 -4.493 -2.870
C -6.229 -4.539 -2.016
H -4.473 -3.367 -1.939
H -5.307 -2.064 -3.908
H -7.703 -3.127 -4.599
H -8.161 -5.142 -2.836
H -6.015 -5.183 -1.179
*
```

Mulliken atomic charge list, values in e, 8 entries: number 1, C, carries -0.758; number 2, C, carries 0.744; number 3, O, carries -0.528; number 4, O, carries -0.432; number 5, C, carries 0.331; number 6, C, carries -1.225; number 7, P, carries 0.567; number 8, C, carries -1.083

=====

Entry from the Open Molecules 2025 dataset: a structure of composition C30H17N8O2S2Zn (ωB97M-V/def2-TZVPD).

Values from the calculation:
Total energy ... -117491.9025 eV
LUMO ... 0.0567 Ha
Energy above the lowest of the compared OMol25 structures with the same formula, charge and spin ... 145.8 kJ/mol
Gap between HOMO and LUMO ... 5.63 eV
F_max ... 5.2 eV/Å
HOMO level ... -4.09 eV

Structure (ORCA input):
```
! wB97M-V def2-TZVPD RIJCOSX def2/J DEFGRID3
* xyz -1 1
Zn 11.635 14.101 12.946
N 11.480 20.128 10.437
C 11.087 19.341 11.437
N 11.867 18.425 11.965
C 13.127 18.309 11.479
N 14.043 17.543 12.061
N 13.574 16.937 13.095
C 14.100 16.022 13.812
C 13.359 15.388 14.987
C 13.708 15.808 16.275
C 13.056 15.211 17.364
C 12.101 14.199 17.109
C 11.676 13.954 15.794
N 12.254 14.590 14.792
C 13.550 19.006 10.271
C 14.821 18.829 9.705
C 15.116 19.422 8.455
C 14.116 20.168 7.814
C 12.882 20.450 8.442
C 12.630 19.911 9.694
H 10.947 20.938 10.144
H 10.166 19.468 11.896
H 15.146 15.649 13.764
H 14.586 16.448 16.461
H 13.335 15.473 18.392
H 11.628 13.613 17.852
H 11.006 13.113 15.423
H 15.557 18.194 10.209
H 16.123 19.279 7.993
H 14.193 20.440 6.772
H 12.188 21.144 8.015
S 11.881 14.494 10.651
C 10.172 14.282 10.250
C 9.688 13.925 8.990
C 8.323 13.629 8.816
C 7.962 12.981 7.609
N 7.815 12.399 6.588
C 7.333 13.787 9.865
C 7.825 14.216 11.119
C 9.223 14.425 11.368
S 9.634 14.899 12.930
C 5.986 13.384 9.668
N 4.832 13.143 9.686
H 10.332 13.969 8.128
H 7.098 14.334 11.895
O 14.438 12.452 11.959
C 13.510 11.725 12.324
N 12.361 12.131 12.942
C 11.440 11.030 12.916
O 10.266 11.073 13.245
C 12.137 9.840 12.432
C 11.764 8.509 12.458
C 12.624 7.576 11.886
C 13.758 7.996 11.223
C 14.224 9.327 11.347
C 13.367 10.264 12.018
H 10.871 8.134 13.000
H 12.483 6.520 11.991
H 14.332 7.260 10.675
H 15.292 9.631 11.129
*
```

natural (NBO) atomic charge list, values in e, 8 entries: number 1, Zn, carries 1.515; number 2, N, carries -0.549; number 3, C, carries 0.321; number 4, N, carries -0.458; number 5, C, carries 0.420; number 6, N, carries -0.361; number 7, N, carries -0.232; number 8, C, carries 0.012